{
  "formula": "C53H63Br2ClN5O2PbSSi2Te",
  "method": "ωB97M-V with the def2-TZVPD basis set",
  "e_tot_ha": -9527.9726,
  "de_lowest_kj_mol": 64.4,
  "charge": -2,
  "max_force_ha_per_bohr": 0.0292,
  "multiplicity": 2,
  "species": ["H", "C", "H", "H", "C", "C", "C", "Br", "H", "C", "H", "H", "C", "H", "H", "C", "C", "H", "N", "Si", "C", "H", "H", "H", "C", "H", "C", "H", "C", "C", "H", "H", "H", "C", "Br", "H", "Te", "H", "H", "H", "C", "H", "H", "H", "C", "C", "H", "H", "N", "H", "H", "H", "C", "H", "H", "C", "H", "H", "C", "C", "H", "C", "C", "C", "C", "H", "O", "C", "C", "H", "H", "H", "H", "H", "C", "C", "C", "H", "C", "C", "C", "H", "C", "C", "C", "C", "H", "Si", "C", "C", "C", "C", "H", "H", "H", "Cl", "H", "C", "C", "H", "O", "H", "N", "H", "C", "C", "Pb", "H", "S", "C", "C", "H", "H", "C", "H", "H", "H", "H", "H", "H", "C", "N", "H", "N", "H", "C", "H", "C", "C", "H", "C"],
  "coordinates": [[2.9145, -1.0480, 5.8373], [-0.4068, 2.1969, 2.4801], [3.2905, -0.0659, 2.3213], [-1.6221, 3.7374, 3.2615], [-5.2940, -0.3447, -1.0347], [-0.7851, 3.0852, 3.4673], [-3.3026, 2.7590, -4.2500], [-6.5683, 1.1224, -6.2331], [6.2563, -2.6625, -0.3657], [0.8218, 0.8220, -5.4225], [-5.7586, -2.3440, -0.4092], [4.5417, 1.1229, -2.9297], [1.2179, -4.8027, 1.7914], [-0.5195, -1.1507, 2.3660], [-2.3186, -2.0979, 3.8202], [-1.6582, 4.9836, 5.4766], [2.5201, 0.4248, 4.2834], [4.0162, 1.8975, 3.7506], [0.8532, 2.4560, -1.4010], [1.8560, -5.2721, 0.0709], [-1.1637, -1.9473, 2.0151], [1.5180, -7.3085, -1.3608], [6.0468, -1.1482, -4.2367], [1.3547, -3.7331, 1.9480], [-5.8340, 0.8557, -1.5347], [1.4126, -7.7417, 0.3479], [-2.6781, -0.4758, -0.7231], [3.7874, -3.1143, -2.3890], [-2.6788, -3.9517, 1.0385], [3.5424, -2.0632, -2.2339], [0.0586, -6.9404, -0.4494], [2.1363, -1.2260, 2.9440], [1.6166, 1.5352, -5.2626], [1.4301, -4.0012, -1.2387], [-1.4996, 2.2788, 0.8818], [0.1689, 1.6085, -7.2817], [2.0528, -1.9987, -0.6397], [1.7388, -5.3339, 2.5886], [1.5888, 4.3465, 6.4423], [3.9528, 1.0546, -1.2831], [2.1883, 4.8181, -2.0151], [-1.4344, 5.6099, 4.6126], [0.4961, 5.6162, 7.0080], [-2.5537, 4.3992, 5.2633], [1.3456, 1.3251, 3.8548], [-9.4473, 0.0516, -1.6766], [0.1520, -5.0158, 1.8850], [-1.5480, -0.2128, -7.5862], [-0.9572, -2.3475, 0.7677], [1.8395, 0.2538, 6.3629], [-1.8751, 5.6389, 6.3236], [-1.5823, -3.5564, -0.7743], [-0.4788, 4.0714, 5.8192], [4.0726, -6.0935, 0.9629], [4.2131, -4.4817, 0.2458], [-8.0461, -0.0911, -1.5040], [3.5520, 1.9730, 5.4517], [0.3710, -3.9738, -1.4756], [-0.3621, -0.9980, -4.4897], [2.9594, -0.5758, 3.2223], [5.6687, 1.3621, -1.5915], [-3.2703, 0.4006, -3.8074], [-2.9145, -3.5371, 2.3393], [-7.1837, 0.9797, -1.7707], [3.7436, 1.2958, 4.6185], [-3.6702, -4.0187, 2.9443], [0.9723, 0.4716, 1.6250], [-1.7252, -3.3064, 0.2697], [6.4054, -1.4372, -3.2479], [-0.9054, 3.4714, -4.0568], [3.0361, -1.6874, -3.1223], [1.9473, -4.2140, -2.1725], [3.4264, 4.3135, -0.3007], [-7.5945, 1.9020, -2.1613], [0.6694, 1.2642, 2.5726], [3.7480, -5.4622, 0.1345], [1.8873, 2.8569, -0.6867], [4.1207, -5.9065, -0.7905], [0.7284, 4.9557, 6.1676], [-0.6869, 2.8252, -3.2037], [-6.1679, -1.4144, -0.7840], [5.1410, -1.6296, 0.5265], [-4.4574, 2.6051, -4.9969], [-0.1143, 3.1302, 4.6773], [1.1470, -6.9816, -0.3885], [2.1016, -0.3886, 5.5218], [-1.8966, -1.8073, -5.7026], [5.0934, -1.0673, -1.9057], [0.4419, 3.2093, -2.4527], [-0.9389, -0.1571, -6.6934], [-4.4356, 0.2462, -4.5254], [-3.8978, -0.4428, -0.8292], [-5.1612, 1.6781, -1.7377], [-0.0398, 2.6024, 7.3676], [3.7800, -1.1902, 3.6058], [-3.5690, -5.2830, 0.3715], [6.7196, -1.0071, 0.0278], [0.9372, 2.2319, 4.8183], [-2.6365, 1.6523, -3.6712], [2.6996, 5.7488, -2.2342], [1.4784, -0.0619, -3.4288], [-2.9252, 3.7612, -4.1002], [0.6711, -0.0851, -4.4371], [0.7604, 5.0130, -3.6048], [0.0296, 0.8305, -6.5449], [1.1238, 4.4157, -2.7768], [-0.4041, 0.0948, -1.1596], [6.6590, -2.4975, -3.2838], [-0.7104, -1.9983, -3.1479], [4.7971, 0.7956, -1.9216], [-1.1242, -1.0543, -5.6661], [1.0064, 5.5698, 5.3104], [1.2311, -1.0014, 5.2818], [2.5988, 4.0237, -0.9337], [-1.7206, 2.6077, 6.8280], [-2.8234, -0.4601, -3.3355], [2.1501, 2.2124, 0.1482], [4.5957, 0.6644, 4.8842], [1.4784, 2.2407, 5.7576], [7.3268, -0.8839, -3.0570], [-0.8641, 3.2431, 7.0556], [-1.4570, 1.7600, -2.9762], [-1.1260, 3.8971, 7.8923], [-10.5885, 0.1701, -1.7873], [-8.1976, -2.1123, -0.8085], [5.8833, -1.6409, -0.2722], [-4.8992, -0.7288, -4.6000], [-7.5213, -1.2907, -1.0106], [-2.1498, -2.4884, 2.8261], [-4.9279, 3.4664, -5.4546], [-5.0102, 1.3475, -5.1429]],
  "atomic_forces_ev_per_a": [[0.0371, -0.0383, 0.0001], [-0.4028, 0.3176, -0.1397], [-0.0065, -0.0706, -0.1168], [-0.0215, 0.0346, 0.0214], [-0.2573, 0.1617, -0.0938], [-0.0696, 0.0265, -0.0989], [0.1677, -0.0441, 0.0844], [0.0253, 0.0139, 0.1080], [-0.0240, -0.0718, -0.0402], [0.0269, 0.2313, -0.3106], [0.0066, 0.0126, -0.0036], [-0.0814, -0.0020, -0.0562], [-0.0051, -0.0107, -0.4078], [0.0855, 0.1110, -0.0436], [0.0652, -0.0024, 0.0197], [0.1040, -0.0932, 0.0056], [-0.0016, -0.0596, -0.0789], [0.0305, 0.0146, -0.0204], [-0.0590, 0.1763, -0.2368], [0.3344, -0.3038, 0.2090], [0.0684, 0.1496, 0.1573], [0.0441, -0.0092, -0.0601], [-0.0393, 0.0204, -0.0678], [0.0427, 0.0813, 0.0785], [0.0566, -0.1049, 0.0396], [0.0428, -0.0094, 0.0690], [-1.0451, -0.0109, -0.0646], [0.0881, -0.0382, 0.1546], [0.0436, 0.1278, 0.1457], [0.0564, 0.4443, 0.2461], [-0.0819, 0.0007, 0.0070], [-0.0197, -0.1015, -0.1439], [-0.0096, -0.0429, 0.1788], [-0.0794, -0.0364, 0.6239], [0.2369, -0.0277, 0.6189], [0.0770, -0.0263, -0.0434], [0.9502, -1.0858, -0.4168], [0.0829, -0.0755, -0.0270], [0.0592, 0.0054, -0.0015], [-0.0489, 0.0910, 0.0488], [-0.0241, -0.0410, 0.0080], [-0.0287, 0.0092, -0.0509], [-0.0129, 0.0310, 0.0379], [-0.0448, 0.0140, -0.0503], [0.0123, 0.0198, 0.1045], [-0.5880, 0.0648, -0.0842], [-0.0870, 0.0020, -0.0042], [-0.0606, 0.0598, 0.0248], [0.1733, -0.0774, -0.0814], [-0.0175, 0.0000, 0.0385], [-0.0029, 0.0157, 0.0265], [-0.0600, -0.0957, -0.0220], [0.0217, -0.0030, 0.0970], [-0.0331, -0.0290, 0.0613], [0.0339, 0.0531, 0.0446], [0.6525, -0.0509, 0.1576], [-0.0010, 0.0339, 0.0172], [-0.0677, 0.0698, -0.0228], [-0.0101, -0.1055, -0.0581], [0.0111, -0.0344, -0.1094], [0.0679, -0.0512, 0.0626], [0.1266, 0.0689, 0.0503], [0.1406, 0.1030, -0.1007], [-0.2287, -0.0626, 0.0137], [-0.0918, -0.0493, 0.0449], [-0.0394, -0.0122, -0.0199], [-0.1243, -0.0118, -0.1567], [-0.0046, -0.0586, 0.0298], [-0.3447, 0.0634, 0.1440], [-0.0156, -0.0263, 0.0319], [-0.1604, 0.0452, -0.0281], [0.0339, 0.0959, -0.0408], [0.0049, -0.0438, 0.0098], [0.0399, 0.0123, -0.0023], [0.0456, -0.0224, 0.0049], [-0.3626, 0.1153, -0.0709], [0.2017, 0.1433, 0.1753], [0.0047, -0.0219, -0.0706], [-0.1051, -0.0229, 0.0116], [-0.1582, 0.2057, -0.2438], [0.1309, -0.0162, 0.0223], [-0.0144, 0.0031, 0.0849], [-0.1392, -0.0516, -0.0601], [-0.0405, 0.0941, 0.0245], [0.0360, 0.3879, 0.0305], [0.0696, 0.0984, -0.0374], [-0.0290, -0.0137, -0.0132], [0.6436, -0.1137, 0.0492], [0.0722, 0.1462, -0.0513], [-0.0364, -0.0777, 0.0395], [-0.0339, 0.0329, -0.0522], [0.2767, -0.1374, 0.2050], [0.0142, -0.0037, -0.0439], [0.0113, -0.0463, 0.0266], [0.0427, 0.0197, 0.0814], [-0.1287, -0.0872, -0.1026], [0.0338, 0.0631, -0.0344], [-0.0372, 0.0247, -0.0470], [-0.3838, 0.2109, -0.2045], [0.0081, 0.0072, -0.0332], [0.0154, 0.1632, 0.2549], [0.0521, -0.0102, 0.0141], [-0.3216, -0.1973, -0.2142], [0.0486, 0.0143, -0.0246], [0.0309, -0.0522, -0.0208], [0.0199, -0.0553, 0.0399], [0.3684, 0.2289, -0.1299], [-0.0237, -0.0831, 0.0343], [0.0305, -0.2819, -0.1317], [-0.1344, -0.4384, 0.0440], [0.1430, 0.2430, -0.0908], [0.0345, 0.0091, -0.0315], [-0.0100, -0.0367, 0.0112], [-0.0016, 0.0035, -0.0019], [-0.0203, -0.0382, 0.0099], [0.0515, -0.0630, 0.0243], [-0.0211, -0.0469, 0.0617], [0.0347, -0.0326, 0.0073], [0.0305, -0.0183, 0.0397], [0.0288, 0.0644, 0.0650], [0.0099, 0.1129, -0.0460], [0.3500, -0.3114, 0.3464], [-0.0117, 0.0185, 0.0508], [0.0639, -0.0222, -0.0241], [0.0559, -0.0201, 0.0135], [-0.2559, 0.2099, -0.2524], [0.0162, -0.0248, -0.0408], [-0.2005, 0.1217, -0.0724], [-0.1416, -0.1728, -0.0284], [-0.0187, -0.0095, 0.0147], [-0.0954, 0.0229, -0.1299]],
  "mulliken_spin": [0.00, 0.00, 0.00, 0.00, 0.00, 0.00, 0.13, 0.00, 0.00, -0.01, 0.00, 0.00, 0.00, 0.00, 0.00, 0.00, 0.00, 0.00, 0.13, 0.00, 0.00, 0.00, 0.00, 0.00, -0.01, 0.00, 0.01, 0.00, 0.00, 0.00, 0.00, 0.00, 0.00, 0.00, 0.01, 0.00, 0.00, 0.00, 0.00, 0.00, -0.03, 0.00, 0.00, 0.00, 0.00, 0.00, 0.00, 0.00, 0.00, 0.00, 0.00, 0.00, 0.00, 0.00, 0.00, 0.00, 0.00, 0.00, 0.00, 0.00, 0.00, 0.05, 0.00, 0.00, 0.00, 0.00, 0.00, 0.00, 0.00, 0.05, 0.00, 0.00, 0.01, 0.00, 0.00, 0.00, -0.06, 0.00, 0.00, 0.30, 0.00, 0.00, -0.03, 0.00, 0.00, 0.00, 0.00, 0.00, 0.04, -0.01, -0.03, 0.00, 0.00, 0.00, 0.00, 0.00, 0.00, 0.00, -0.14, 0.00, 0.00, 0.03, 0.01, 0.00, 0.02, 0.11, 0.00, 0.00, 0.00, 0.00, 0.01, 0.00, 0.00, 0.21, 0.00, 0.01, -0.03, 0.00, 0.00, 0.00, 0.00, 0.15, 0.00, 0.00, 0.00, 0.00, 0.00, 0.00, 0.00, 0.00, 0.07]
}